Entry from OMol25: a cluster of 3 separate species, C36H46ClN2O12PS in total at a distorted geometry (ωB97M-V/def2-TZVPD).

Calculated values
HOMO level: -0.333 Ha
Max |F|: 9.0 eV Å⁻¹
Molar mass: 797.260 u
HOMO-LUMO gap: 6.9 eV
Structure (SMILES): CCCCCCCCCCCCCCCCN1C(=O)c2c(Cl)cc(P(O)(O)=S)c(N)c2C1=O.O=C1C=C(O)C(=O)C=C1O.O=C1C=C(O)C(=O)C=C1O
E: -98257.466 eV

Each line ends with the Löwdin charge.
Positions of all 99 atoms, in Å:
C (-3.54781, 4.96228, 3.39764)  -0.169
C (-3.94314, 3.87802, 4.56386)  -0.265
C (-3.90677, 2.38223, 3.88781)  -0.237
C (-5.19272, 2.08866, 2.87639)  -0.205
C (-4.89762, 0.59643, 2.20744)  -0.217
C (-5.10244, 0.66321, 0.56564)  -0.215
C (-4.34527, -0.54367, -0.25069)  -0.218
C (-4.54641, -2.04126, 0.38553)  -0.218
C (-3.12456, -2.87602, 0.53739)  -0.215
C (-2.01446, -2.07242, 1.49506)  -0.193
C (-0.79891, -3.13308, 1.89500)  -0.194
C (0.65824, -2.56664, 1.40253)  -0.205
C (1.74607, -2.31819, 2.61661)  -0.206
C (1.15044, -1.52174, 3.91809)  -0.208
C (1.00715, 0.10017, 3.74506)  -0.172
C (2.01638, 0.78114, 2.64833)  -0.165
N (1.44341, 0.75467, 1.24862)  -0.058
C (0.44459, 1.88997, 1.21852)  -0.221
O (-0.85642, 1.84649, 1.54617)  -0.009
C (1.29703, 3.16678, 0.64265)  -0.006
C (1.06631, 4.78789, 0.73085)  -0.459
Cl (-0.38367, 5.44940, 1.67696)  0.562
C (2.18222, 5.73839, -0.04508)  -0.017
C (3.44752, 5.02988, -0.86867)  -0.178
P (4.68537, 6.18638, -1.80117)  0.318
O (5.59570, 5.29867, -3.03123)  -0.283
O (3.71419, 7.41403, -2.58737)  -0.293
S (5.92479, 7.07681, -0.59186)  0.248
C (3.65900, 3.37260, -0.90152)  -0.114
N (4.78318, 2.67584, -1.63666)  0.025
C (2.55551, 2.44431, -0.12199)  0.052
C (2.41336, 0.82317, 0.08337)  -0.189
O (2.97994, -0.21541, -0.55295)  0.002
H (-4.53307, 5.52399, 3.03351)  0.087
H (-3.02907, 4.39218, 2.50753)  0.048
H (-2.79551, 5.75769, 3.83882)  0.067
H (-3.19825, 3.91501, 5.49432)  0.107
H (-5.00855, 4.15199, 5.02648)  0.111
H (-3.81746, 1.50055, 4.67983)  0.118
H (-2.94193, 2.29333, 3.19233)  0.097
H (-5.18717, 2.84893, 1.95669)  0.105
H (-6.23428, 2.16929, 3.40436)  0.110
H (-3.83241, 0.20933, 2.50942)  0.090
H (-5.69950, -0.12725, 2.69174)  0.110
H (-6.25011, 0.76536, 0.27021)  0.121
H (-4.60615, 1.68470, 0.20144)  0.108
H (-4.80821, -0.56297, -1.34132)  0.108
H (-3.20030, -0.24571, -0.40757)  0.110
H (-5.09150, -2.07495, 1.42097)  0.102
H (-5.22899, -2.66957, -0.36308)  0.110
H (-3.38096, -3.92655, 0.98577)  0.108
H (-2.63087, -2.98364, -0.53615)  0.121
H (-2.51092, -1.56806, 2.43606)  0.100
H (-1.63277, -1.17453, 0.81534)  0.094
H (-1.02909, -4.11576, 1.26220)  0.081
H (-0.81630, -3.46504, 3.01811)  0.107
H (1.13345, -3.42370, 0.72061)  0.111
H (0.49949, -1.64898, 0.69433)  0.087
H (2.04433, -3.40760, 3.00374)  0.117
H (2.75961, -1.86698, 2.18905)  0.105
H (1.88515, -1.71192, 4.82449)  0.111
H (0.09371, -1.92419, 4.26381)  0.106
H (-0.13765, 0.38980, 3.59514)  0.115
H (1.29883, 0.57443, 4.80113)  0.121
H (2.17365, 1.91518, 2.98514)  0.140
H (3.05910, 0.23429, 2.70423)  0.144
H (2.05501, 6.91255, 0.00390)  0.111
H (4.92247, 5.20916, -3.78851)  0.080
H (2.76544, 7.35064, -2.26489)  0.063
H (4.29468, 2.12516, -2.40232)  0.053
H (5.24803, 1.95385, -1.03147)  0.102
O (-0.93998, -6.37337, 0.43157)  0.089
C (-0.10467, -7.01946, -0.19120)  -0.300
C (1.10536, -7.56047, 0.44733)  0.079
C (2.00350, -8.24555, -0.26307)  -0.208
O (3.14157, -8.75913, 0.33125)  0.080
C (1.81764, -8.48393, -1.72073)  -0.306
O (2.66962, -9.10141, -2.35082)  0.106
C (0.59622, -7.96396, -2.35447)  0.077
C (-0.30375, -7.28182, -1.64350)  -0.206
O (-1.45547, -6.79226, -2.23170)  0.081
H (1.22892, -7.37785, 1.50710)  0.138
H (3.63153, -9.21065, -0.39026)  0.117
H (0.46526, -8.15998, -3.41123)  0.138
H (-1.94238, -6.33563, -1.51150)  0.114
O (3.82985, 0.99583, -3.94023)  0.074
C (3.08004, 1.24281, -4.87821)  -0.290
C (1.65097, 0.89382, -4.85401)  0.084
C (0.86545, 1.16172, -5.89891)  -0.203
O (-0.47906, 0.83890, -5.88178)  0.087
C (1.40313, 1.81698, -7.12270)  -0.303
O (0.66045, 2.03374, -8.07433)  0.113
C (2.82653, 2.18788, -7.13777)  0.081
C (3.61149, 1.92319, -6.09158)  -0.206
O (4.94976, 2.27120, -6.09741)  0.082
H (1.27384, 0.41586, -3.95898)  0.140
H (-0.82876, 1.13187, -6.75148)  0.119
H (3.20018, 2.67988, -8.02695)  0.140
H (5.30068, 1.97279, -5.23019)  0.118

Force components x, y, z for each atom (eV/Å):
C -0.21 0.20 0.50
C 0.07 -0.30 0.25
C -0.29 -0.01 -0.46
C 1.32 -0.24 -0.63
C -1.41 0.27 0.04
C 0.64 0.58 0.07
C -0.45 0.32 -0.58
C 0.33 -0.94 -0.60
C -0.24 0.97 0.27
C -0.35 -0.27 -0.61
C -0.38 -0.09 -1.19
C 0.49 -1.00 -0.33
C -0.35 -1.04 0.10
C 0.44 0.24 0.26
C -0.16 0.24 0.95
C 0.29 0.01 1.90
N -0.64 0.38 -0.75
C -4.27 1.12 0.26
O 8.66 0.09 -1.93
C 1.98 0.76 -1.30
C 3.32 -2.10 -2.25
Cl 2.56 -1.03 -1.68
C -0.08 -3.92 0.08
C -2.79 -2.61 1.44
P 0.97 0.77 -0.38
O -4.35 1.95 0.83
O -0.10 -2.89 1.34
S -0.83 -0.87 -0.73
C -2.75 0.26 1.67
N -2.39 0.31 0.71
C -0.77 4.15 -0.15
C 1.93 -2.03 -1.56
O -3.67 6.98 4.43
H 2.31 -1.22 0.61
H -1.11 1.27 1.71
H -1.56 -1.51 -1.01
H -1.42 -0.03 -2.18
H 2.23 -0.79 -1.14
H -0.39 1.94 -1.53
H -1.97 0.28 1.59
H 0.03 -1.37 2.21
H 2.06 -0.27 -0.88
H -2.01 0.86 -0.77
H 1.76 1.21 -1.12
H 2.40 -0.47 0.79
H -1.01 -2.15 0.76
H 1.00 0.07 2.19
H -2.47 -0.81 0.63
H 1.08 0.41 -1.92
H 1.39 1.34 1.63
H 0.65 1.91 -0.89
H -1.01 0.02 2.23
H 0.84 -1.20 -1.79
H -0.48 -1.93 1.65
H 0.57 2.10 1.48
H 0.02 0.84 -2.10
H -0.88 1.90 1.40
H 0.43 -1.61 1.62
H -0.65 2.31 -0.77
H -2.29 -0.74 0.95
H -1.43 0.33 -1.86
H 2.25 0.63 -0.91
H 2.63 -0.47 -0.12
H -0.57 -0.90 -2.32
H -0.14 -2.27 -0.80
H -2.16 1.14 -0.38
H 0.40 -2.74 -0.08
H 1.50 -0.05 1.20
H 1.54 -0.04 -0.61
H 0.89 0.72 1.13
H -0.87 1.04 -0.50
O 0.38 -0.47 -0.70
C -0.12 0.32 1.00
C -0.35 0.21 0.01
C 1.34 -0.47 1.28
O -1.27 0.39 -1.49
C 0.19 -0.37 -1.05
O -0.45 0.41 0.73
C 0.34 -0.19 -0.01
C -1.37 0.44 -1.26
O 1.31 -0.34 1.47
H -0.01 0.00 -0.06
H -0.20 0.19 0.29
H 0.02 0.02 0.07
H 0.19 -0.16 -0.28
O -0.17 0.30 -0.66
C -0.41 -0.43 0.68
C 0.50 0.01 0.27
C -1.88 -0.65 0.50
O 1.84 0.75 -0.74
C -0.05 0.47 -1.12
O 0.36 -0.29 0.93
C -0.31 0.00 -0.14
C 1.69 0.63 -0.53
O -1.69 -0.72 0.78
H 0.03 0.00 -0.04
H 0.12 -0.13 0.34
H -0.02 -0.04 0.05
H -0.07 0.11 -0.36